Record 1
The following is a DFT calculation (the ωB97M-V functional and the def2-TZVPD basis) of a molecular structure, C32H48P2Sn at a distorted geometry.

Last column: Mulliken charge in e.
CARTESIAN COORDINATES (ANGSTROEM)
Sn1 3.19 1.78 -2.87  0.708
C1 -0.14 -0.89 1.90  0.113
C2 -0.79 -1.15 0.66  0.924
C3 1.44 -1.65 0.41  0.385
C4 1.23 -1.19 1.75  1.110
C5 0.18 -1.73 -0.22  0.580
C6 -0.80 -0.36 3.11  -1.491
H1 -1.76 -0.86 3.26  0.468
H2 -0.99 0.72 3.01  0.215
H3 -0.16 -0.51 3.99  0.387
C7 2.26 -1.06 2.78  -1.420
H4 2.25 -0.04 3.16  0.090
H5 3.26 -1.25 2.38  0.290
H6 2.09 -1.71 3.65  0.435
C8 2.75 -1.99 -0.18  -1.539
H7 3.41 -2.27 0.66  0.440
H8 3.20 -1.13 -0.71  0.192
H9 2.66 -2.83 -0.88  0.437
C9 -0.11 -2.33 -1.53  -1.283
H10 -0.96 -3.01 -1.43  0.336
H11 0.74 -2.91 -1.91  0.433
H12 -0.37 -1.53 -2.25  0.093
C10 -2.18 -0.84 0.28  -0.722
H13 -2.80 -1.73 0.10  0.458
H14 -2.13 -0.29 -0.68  -0.263
H15 -2.70 -0.19 1.00  0.350
C11 -2.09 2.98 -0.20  -0.228
C12 -3.27 2.43 0.19  -1.316
C13 -4.56 2.29 -0.58  -0.812
C14 -4.46 2.40 -2.13  -0.855
C15 -3.84 1.17 -2.73  -0.217
C16 -2.53 0.88 -2.75  -0.476
C17 -1.34 1.62 -2.16  1.842
C18 -1.52 3.06 -1.60  -0.534
H16 -5.29 3.05 -0.24  0.438
H17 -3.85 3.29 -2.35  0.237
H18 -5.06 1.33 -0.33  0.347
H19 -2.06 3.75 -2.29  0.500
H20 -1.69 3.75 0.46  0.888
H21 -3.42 2.23 1.26  0.533
H22 -0.52 3.53 -1.47  0.234
H23 -0.89 1.02 -1.33  -0.631
H24 -2.22 -0.08 -3.16  0.191
H25 -0.51 1.62 -2.90  -1.129
H26 -5.47 2.53 -2.56  0.468
H27 -4.53 0.41 -3.13  0.378
P1 1.40 2.72 -4.61  0.810
P2 2.75 0.29 -6.02  0.282
C19 1.94 2.97 -6.39  -0.744
C20 2.87 1.91 -6.94  -1.024
H28 2.41 3.96 -6.44  0.483
H29 1.03 3.02 -7.02  0.394
H30 2.65 1.73 -8.01  0.556
H31 3.92 2.23 -6.87  0.424
C21 3.73 -0.56 -7.34  -1.184
H32 3.69 -1.65 -7.19  0.393
H33 4.77 -0.22 -7.26  0.383
H34 3.35 -0.32 -8.34  0.372
C22 1.09 -0.26 -6.70  -1.094
H35 0.99 -0.05 -7.78  0.360
H36 0.25 0.21 -6.15  0.228
H37 1.03 -1.35 -6.54  0.417
C23 2.18 4.24 -3.88  -1.962
H38 1.92 4.32 -2.82  0.464
H39 1.80 5.12 -4.42  0.546
H40 3.27 4.20 -4.00  0.563
C24 -0.33 3.27 -4.89  -0.543
H41 -0.63 3.09 -5.93  0.495
H42 -0.41 4.34 -4.68  0.401
H43 -1.05 2.73 -4.26  -0.345
C25 2.39 2.56 -1.05  -0.757
C26 2.37 2.42 0.20  -0.110
C27 2.14 2.43 1.58  0.711
C28 3.03 1.93 2.57  -0.685
C29 2.83 2.23 3.92  -0.470
C30 1.81 3.13 4.25  -0.425
C31 0.85 3.53 3.29  -0.511
C32 0.93 3.03 2.00  -0.058
H44 3.86 1.27 2.29  0.580
H45 3.42 1.81 4.76  0.444
H46 1.78 3.54 5.26  0.425
H47 0.10 4.27 3.56  0.444
H48 0.12 3.20 1.29  0.157

- Total charge: +2
- Max |F|: 3.72 eV/Å
- HOMO level (spin up / spin down): -13.3 / -13.3 eV


Record 2
The following is a DFT calculation (the ωB97M-V functional and the def2-TZVPD basis) of a molecular structure, C32H49BN10PdS3.

Last column: Mulliken charge in e.
CARTESIAN COORDINATES (ANGSTROEM)
Pd1 -1.89 1.63 -1.10  -1.492
C1 1.51 4.43 1.55  -2.004
C2 1.33 2.95 1.50  0.601
C3 1.84 2.10 2.42  -0.427
C4 1.63 0.70 2.33  -0.314
N1 0.95 0.19 1.34  -0.594
N2 0.44 1.02 0.42  0.196
B1 -0.18 0.40 -0.84  1.692
N3 -0.70 -1.05 -0.76  0.414
N4 0.30 -1.95 -0.56  -0.191
C5 0.00 -3.22 -0.55  0.068
C6 -1.33 -3.66 -0.78  -0.450
C7 -2.34 -2.77 -0.99  0.280
C8 -3.75 -3.19 -1.23  -2.070
C9 -1.98 -1.39 -0.97  0.784
S1 -3.23 -0.24 -1.22  -0.151
C10 1.09 -4.25 -0.32  2.106
C11 2.39 -3.58 0.09  -1.521
C12 1.29 -5.02 -1.64  -1.750
C13 0.66 -5.21 0.79  -1.724
N5 0.78 0.62 -2.04  0.323
N6 2.07 0.38 -1.80  -0.171
C14 2.93 0.59 -2.77  -0.332
C15 2.48 1.00 -4.05  -0.215
C16 1.16 1.22 -4.30  0.541
C17 0.62 1.66 -5.62  -1.976
C18 0.29 1.05 -3.20  0.616
S2 -1.38 1.44 -3.27  -0.271
C19 4.40 0.38 -2.43  2.237
C20 5.31 0.95 -3.52  -2.264
C21 4.71 1.08 -1.10  -1.523
C22 4.65 -1.13 -2.29  -1.239
C23 0.55 2.36 0.47  1.009
S3 -0.30 3.30 -0.69  -0.326
C24 2.24 -0.28 3.32  2.434
C25 1.28 -1.45 3.57  -1.506
C26 2.56 0.39 4.66  -2.146
C27 3.55 -0.78 2.69  -1.357
H1 2.12 4.72 2.40  0.396
H2 1.99 4.79 0.63  0.400
H3 0.55 4.94 1.62  0.416
H4 2.41 2.49 3.25  0.374
H5 -1.54 -4.72 -0.80  0.418
H6 -3.84 -4.27 -1.23  0.397
H7 -4.41 -2.79 -0.46  0.409
H8 -4.11 -2.81 -2.19  0.445
H9 2.69 -2.80 -0.61  -0.148
H10 2.28 -3.11 1.07  0.173
H11 3.18 -4.32 0.16  0.688
H12 1.60 -4.35 -2.44  0.347
H13 2.06 -5.78 -1.50  0.486
H14 0.38 -5.53 -1.95  0.367
H15 0.44 -4.67 1.72  0.305
H16 -0.21 -5.81 0.52  0.383
H17 1.48 -5.90 0.99  0.486
H18 3.20 1.17 -4.84  0.477
H19 1.42 1.80 -6.34  0.375
H20 -0.08 0.93 -6.02  0.406
H21 0.08 2.61 -5.52  0.452
H22 5.17 2.02 -3.66  0.483
H23 6.35 0.79 -3.22  0.410
H24 5.18 0.44 -4.48  0.454
H25 4.53 2.16 -1.17  0.393
H26 4.09 0.68 -0.29  0.144
H27 5.76 0.93 -0.84  0.475
H28 4.49 -1.64 -3.24  0.416
H29 5.68 -1.30 -1.98  0.445
H30 3.99 -1.56 -1.54  -0.050
H31 0.39 -1.11 4.11  0.405
H32 0.96 -1.91 2.64  0.119
H33 1.78 -2.20 4.18  0.457
H34 1.67 0.84 5.11  0.455
H35 2.93 -0.36 5.36  0.431
H36 3.33 1.15 4.58  0.426
H37 3.38 -1.16 1.69  0.000
H38 4.29 0.02 2.63  0.366
H39 3.98 -1.58 3.30  0.485
C28 -7.69 2.67 1.02  -1.449
C29 -7.05 2.24 2.34  0.791
C30 -6.78 0.74 2.37  -1.310
C31 -5.80 3.05 2.66  -1.063
N7 -4.80 3.02 1.58  0.464
C32 -4.66 3.80 0.50  -0.095
N8 -3.65 3.38 -0.22  -0.297
N9 -3.20 2.31 0.47  0.842
N10 -3.86 2.07 1.53  -1.114
H40 -8.66 2.20 0.90  0.428
H41 -7.08 2.36 0.16  0.288
H42 -7.84 3.75 0.97  0.346
H43 -7.74 2.48 3.15  0.295
H44 -6.01 0.45 1.65  0.213
H45 -7.68 0.19 2.13  0.405
H46 -6.44 0.41 3.36  0.377
H47 -5.29 2.68 3.55  0.360
H48 -6.04 4.10 2.82  0.460
H49 -5.29 4.65 0.29  0.409

- Total charge: +2
- Max |F|: 0.81 eV/Å
- HOMO level: -13.9 eV


Record 3
The following is a DFT calculation (the ωB97M-V functional and the def2-TZVPD basis) of a molecular structure, C32H49ClHoNO3PS at a distorted geometry.

Last column: Mulliken spin population.
CARTESIAN COORDINATES (ANGSTROEM)
Ho1 -0.66 0.89 3.16  4.139
Cl1 -2.69 0.74 1.68  -0.004
P1 -0.58 0.57 -1.00  0.000
C1 -1.26 2.86 3.87  -0.128
H1 -0.74 3.79 4.08  0.002
H2 -2.36 2.98 4.07  -0.003
C2 0.82 -0.40 -1.80  0.000
C3 -0.54 2.31 -1.70  -0.001
C4 2.17 0.27 -1.50  0.002
H3 0.78 -1.33 -1.21  -0.001
C5 3.31 -0.71 -1.82  0.000
H4 2.29 1.17 -2.11  0.000
H5 2.21 0.58 -0.45  -0.002
C6 3.24 -1.25 -3.25  0.000
H6 4.27 -0.20 -1.65  0.000
H7 3.25 -1.53 -1.09  0.000
C7 1.84 -1.75 -3.64  0.000
H8 3.53 -0.45 -3.94  0.000
H9 3.96 -2.06 -3.37  0.000
C8 0.72 -0.77 -3.28  0.000
H10 1.81 -1.97 -4.71  0.000
H11 1.65 -2.70 -3.12  0.000
H12 0.82 0.14 -3.90  0.000
H13 -0.25 -1.22 -3.52  0.000
C9 -2.16 -0.18 -1.68  0.000
C10 0.06 2.49 -3.10  0.000
H14 -1.62 2.58 -1.75  0.000
C11 -0.03 3.96 -3.54  0.000
H15 1.11 2.18 -3.09  0.000
H16 -0.46 1.86 -3.84  0.000
C12 0.60 4.92 -2.52  0.000
H17 0.46 4.07 -4.51  0.000
H18 -1.09 4.21 -3.67  0.000
C13 0.08 4.70 -1.10  0.001
H19 1.69 4.78 -2.53  0.000
H20 0.40 5.95 -2.83  0.000
C14 0.13 3.23 -0.67  0.015
H21 0.66 5.30 -0.39  0.000
H22 -0.96 5.04 -1.04  0.000
H23 1.18 2.93 -0.53  0.000
H24 -0.36 3.11 0.31  -0.013
C15 -2.16 -1.70 -1.51  0.001
H25 -2.89 0.23 -0.94  0.000
C16 -3.52 -2.31 -1.86  0.000
H26 -1.39 -2.15 -2.15  0.000
H27 -1.89 -1.96 -0.47  -0.001
C17 -4.03 -1.86 -3.24  0.000
H28 -3.46 -3.40 -1.82  0.000
H29 -4.25 -2.00 -1.09  0.000
C18 -3.97 -0.34 -3.43  0.000
H30 -3.43 -2.35 -4.02  0.000
H31 -5.06 -2.21 -3.38  0.000
C19 -2.60 0.26 -3.08  0.000
H32 -4.23 -0.08 -4.46  0.000
H33 -4.72 0.13 -2.78  0.000
H34 -1.86 -0.07 -3.82  0.000
H35 -2.66 1.35 -3.15  0.000
C20 -0.58 -2.86 1.94  0.000
C21 -0.51 -2.02 2.93  -0.006
H36 0.17 -2.82 1.14  0.000
C22 -1.65 -1.84 3.92  -0.003
H37 0.43 -1.50 3.20  -0.002
C23 -2.39 -3.18 4.14  0.000
H38 -1.29 -1.44 4.88  0.013
H39 -2.38 -1.11 3.51  -0.006
C24 -2.78 -3.82 2.81  0.000
H40 -1.74 -3.85 4.71  0.000
H41 -3.28 -3.00 4.75  0.001
C25 -1.62 -3.94 1.81  0.001
H42 -3.20 -4.82 2.99  0.000
H43 -3.59 -3.22 2.36  0.000
H44 -1.14 -4.92 1.96  0.000
H45 -2.00 -3.98 0.79  0.000
O1 2.33 -1.56 1.30  -0.001
C26 2.38 -0.56 2.02  0.003
N1 1.51 0.54 1.87  -0.007
S1 2.16 1.91 2.51  0.002
O2 2.79 2.76 1.54  -0.001
O3 1.04 2.46 3.32  -0.003
C27 3.29 1.04 3.53  0.002
C28 3.81 1.48 4.74  0.003
C29 4.37 0.52 5.59  0.000
C30 4.40 -0.84 5.23  0.000
C31 3.86 -1.26 4.01  0.000
C32 3.28 -0.31 3.17  -0.002
H46 3.75 2.54 5.00  -0.001
H47 4.79 0.84 6.55  0.000
H48 4.84 -1.56 5.92  0.000
H49 3.85 -2.30 3.70  0.000

- 2S+1: 5
- Total charge: -1
- Max |F|: 2.93 eV/Å
- HOMO level (spin up / spin down): -1.8 / -1.9 eV


no.,energy (Eh)
1,-2144.353676
2,-3143.238602
3,-3677.035837